1.
The following is a DFT calculation (ωB97M-V/def2-TZVPD) of a structure of composition C26H28BrCl2N4O7PS2Ta.

```
72
Properties=species:S:1:pos:R:3:lowdin_charge:R:1
Ta -0.503 0.982 0.885 1.419
Br 5.089 6.032 1.001 0.762
Cl -1.210 -0.043 3.456 0.745
Cl -1.272 3.153 0.291 0.245
S -4.140 -1.657 1.009 0.403
S -1.663 -0.195 -0.771 0.413
P -3.697 -0.133 -0.041 -0.077
O -1.103 -0.842 2.226 -0.438
O -2.297 -0.402 4.258 -0.190
O -4.533 0.207 -1.324 -0.290
O -3.564 1.276 0.651 -0.435
O 1.033 -0.195 1.016 -0.258
O -1.483 1.313 2.781 -0.487
O 0.032 0.029 4.130 -0.231
N 5.337 0.183 -2.492 0.101
N 0.872 1.435 -0.877 -0.070
N 1.008 2.373 2.189 -0.059
N 5.998 1.222 -2.610 0.102
C 1.630 2.397 -2.924 0.001
C 5.748 3.328 0.458 -0.119
C 5.786 2.335 -1.727 -0.275
C -4.836 -0.563 -2.540 -0.415
C 0.491 3.424 2.855 -0.164
C -4.610 2.150 1.213 -0.421
C 1.227 4.216 3.710 -0.021
C 5.539 3.575 -2.298 -0.027
C 2.568 3.928 3.912 -0.027
C 3.244 -0.941 0.387 0.044
C -3.968 -0.016 -3.653 -0.050
C 2.042 0.733 -0.835 -0.154
C 2.127 -0.176 0.228 -0.327
C 4.305 -0.800 -0.533 0.005
C 2.304 2.106 2.399 -0.096
C 5.927 2.216 -0.349 -0.018
C -4.701 -2.058 -2.365 -0.076
C 5.406 4.542 -0.115 -0.688
C 2.829 1.736 -2.855 0.043
C -5.730 1.368 1.862 -0.059
C -5.079 3.087 0.123 -0.040
C 0.680 2.240 -1.911 -0.128
C 3.108 2.847 3.242 -0.034
C 3.076 0.877 -1.767 -0.076
C 5.316 4.679 -1.491 -0.107
C 4.254 0.108 -1.554 -0.217
H -4.239 3.629 -0.308 0.065
H -4.307 -0.422 -4.607 0.092
H 5.514 3.667 -3.377 0.122
H -4.056 2.700 1.974 0.136
H 6.202 1.267 0.090 0.120
H 3.171 4.528 4.581 0.123
H 4.140 2.556 3.372 0.112
H -5.339 -2.433 -1.569 0.062
H 5.092 5.643 -1.927 0.109
H -5.584 2.530 -0.666 0.082
H -4.037 1.071 -3.698 0.087
H -6.417 2.073 2.329 0.095
H 3.567 1.854 -3.637 0.125
H 3.303 -1.658 1.196 0.138
H -4.993 -2.535 -3.302 0.095
H -2.926 -0.303 -3.511 0.060
H -5.878 -0.306 -2.726 0.147
H 0.741 5.041 4.210 0.120
H -5.356 0.688 2.625 0.073
H 5.191 -1.414 -0.429 0.130
H 1.397 3.052 -3.751 0.122
H -5.782 3.807 0.543 0.094
H -0.258 2.774 -1.950 0.067
H 5.881 3.257 1.527 0.096
H -6.290 0.792 1.122 0.083
H -0.554 3.634 2.692 0.059
H -3.669 -2.342 -2.150 0.074
H 2.726 1.254 1.892 0.099
```

Summary:
Charge: +1
Relative energy (zero: lowest compared OMol25 entry of this formula, charge and spin): 15.0 kcal/mol
Orbital gap: 6.657 eV
Calculated total energy: -175300.0468 eV
Highest occupied orbital energy: -11.17 eV

2.
The following is a DFT calculation (ωB97M-V/def2-TZVPD) of the molecule C5H5NO.

```
12
Properties=species:S:1:pos:R:3:lowdin_charge:R:1
O 0.339 0.107 1.935 0.085
N -1.547 0.840 0.069 -0.023
C 3.097 -0.039 -0.262 0.153
C 2.052 0.141 0.316 -0.029
C -1.914 -0.455 -0.397 -0.093
C 0.655 0.061 0.763 -0.380
C -0.383 0.070 -0.364 -0.175
H 0.111 0.422 -1.286 0.129
H -2.473 -1.075 0.330 0.110
H 3.978 -0.284 -0.819 0.043
H -2.436 -0.496 -1.367 0.095
H -1.480 0.707 1.081 0.084
```

Summary:
Relative energy (zero: lowest compared OMol25 entry of this formula, charge and spin): 93.2 kcal/mol
Orbital gap: 9.518 eV
Calculated total energy: -8799.3767 eV
SMILES string: C#CC(=O)[C@H]1CN1
Highest occupied orbital energy: -9.61 eV

3.
The following is a DFT calculation (ωB97M-V/def2-TZVPD) of a structure of composition C16H54AgF3O20PV.

```
96
Properties=species:S:1:pos:R:3:lowdin_charge:R:1
Ag -2.362 -3.764 2.821 0.846
V -3.437 -2.125 -0.196 0.926
P -4.720 -4.175 1.190 -0.010
F 1.057 -3.735 1.058 0.137
F 2.016 -1.818 0.666 0.109
F 0.995 -2.896 -0.927 0.138
O -0.848 -1.028 -0.311 -0.111
O -3.065 -2.166 -1.698 -0.317
O 3.798 1.169 1.104 -0.139
O 1.357 -4.616 -3.888 -0.161
O -4.142 -2.900 1.809 -0.423
O -3.379 3.621 1.979 -0.151
O -1.447 -2.746 0.934 -0.243
O -1.159 3.020 -7.121 -0.120
O -2.322 4.939 -2.836 -0.136
O -0.777 -3.562 4.609 -0.167
O -4.583 -3.836 -0.298 -0.363
O 5.028 -5.528 2.694 -0.134
O -6.048 -4.727 1.638 -0.290
O -3.671 -5.231 1.800 -0.281
O -0.468 5.970 -0.932 -0.131
O -3.775 -0.584 0.193 -0.398
O -0.828 4.639 1.945 -0.146
O 3.625 1.400 -1.700 -0.137
O -2.665 -1.575 3.824 -0.172
O 3.236 -2.739 -3.152 -0.117
C 0.245 3.744 2.236 -0.153
C 3.503 -1.550 -2.420 -0.145
C 0.931 -2.574 0.394 -0.524
C -2.016 -0.438 4.359 -0.148
C -0.403 -1.893 0.706 -0.430
C -0.031 0.110 -0.538 -0.231
C 0.555 -3.083 4.495 -0.124
C 0.790 5.344 -0.735 -0.138
C 0.047 -4.033 -3.714 -0.139
C 4.071 -4.453 2.742 -0.148
C -0.458 0.675 -1.907 -0.040
C -1.736 2.928 -5.840 -0.176
C -3.246 2.347 1.291 -0.100
C 2.751 2.478 -1.943 -0.161
C -3.302 4.067 -2.291 -0.159
C 4.781 0.118 1.256 -0.111
H -1.568 2.389 -7.714 0.069
H -1.701 4.209 2.002 0.023
H -0.251 0.846 0.243 0.107
H 1.092 4.323 2.601 0.075
H 0.674 4.298 -1.038 0.063
H -2.777 3.236 -1.820 0.061
H 4.495 -1.099 -2.502 0.080
H -0.003 0.076 -2.692 0.077
H -0.027 3.124 3.096 0.078
H -4.129 3.732 -2.912 0.078
H -1.543 0.729 -1.966 0.077
H -4.318 3.800 2.075 0.087
H 3.782 1.234 -0.757 0.029
H 3.129 -4.915 2.432 0.070
H 4.280 -3.745 1.946 0.073
H 4.679 -0.206 2.294 0.082
H 1.255 -3.867 4.205 0.071
H -0.268 -1.285 1.619 0.145
H 2.833 -0.752 -2.731 0.071
H -2.169 2.211 1.246 0.070
H 3.947 -3.345 -2.916 0.096
H -0.002 -2.948 -3.813 0.075
H 4.625 -6.290 3.115 0.065
H 3.211 3.464 -2.032 0.076
H -0.994 5.904 -0.122 0.078
H -1.817 -0.602 5.426 0.076
H -2.831 2.958 -5.866 0.078
H -1.488 3.749 -5.165 0.065
H 1.040 -0.086 -0.620 0.105
H 1.476 5.803 -1.453 0.085
H -1.702 5.170 -2.126 0.029
H -0.083 1.701 -1.991 0.050
H 3.282 -1.720 -1.364 0.052
H -3.778 2.320 0.343 0.075
H 3.976 -4.031 3.740 0.070
H -0.566 -4.535 -4.458 0.071
H -1.064 -3.607 5.521 0.088
H 0.437 3.163 1.335 0.062
H -3.600 -1.341 3.766 0.088
H 2.001 -3.890 -3.821 0.015
H 2.240 2.202 -2.869 0.084
H 0.593 -2.178 3.894 0.073
H -1.375 2.033 -5.320 0.075
H 5.825 0.441 1.176 0.081
H -1.047 -0.261 3.885 0.068
H -3.691 1.549 1.888 0.069
H 3.968 1.821 1.789 0.085
H -2.546 0.515 4.281 0.079
H -3.829 4.580 -1.470 0.071
H -0.239 -4.268 -2.689 0.067
H 1.225 5.484 0.253 0.076
H 1.942 2.527 -1.204 0.049
H 4.576 -0.600 0.469 0.070
H 0.922 -2.820 5.495 0.084
```

Summary:
Charge: -1
Orbital gap (spin up / spin down): 7.955 / 6.835 eV
Calculated total energy: -105545.0441 eV
Spin multiplicity: 2
Highest occupied orbital energy (spin up / spin down): -6.44 / -5.97 eV

4.
The following is a DFT calculation (ωB97M-V/def2-TZVPD) of a structure of composition C2H5N2.

```
9
Properties=species:S:1:pos:R:3:lowdin_charge:R:1
N -0.936 -0.595 -0.067 -0.060
N -1.371 0.538 -0.078 0.263
C 0.481 -0.611 -0.075 -0.088
C 0.455 0.972 -0.084 0.141
H -1.648 -1.399 0.037 0.230
H 0.656 1.447 0.899 0.125
H 0.500 1.655 -0.827 0.063
H 0.830 -0.889 1.044 0.195
H 1.033 -1.118 -0.850 0.131
```

Summary:
Charge: +1
Relative energy (zero: lowest compared OMol25 entry of this formula, charge and spin): 71.4 kcal/mol
Orbital gap: 10.875 eV
Calculated total energy: -5123.9497 eV
Highest occupied orbital energy: -16.69 eV

5.
The following is a DFT calculation (ωB97M-V/def2-TZVPD) of a structure of composition C10H9Br2FeN6O3.

```
31
Properties=species:S:1:pos:R:3:lowdin_charge:R:1
Br -14.687 -10.617 -7.074 0.842
Br -11.174 -13.509 -3.727 0.848
Fe -9.015 -9.157 -3.293 0.956
O -5.509 -7.187 -4.017 0.089
O -7.693 -7.026 -4.385 0.017
O -10.077 -10.740 -3.189 -0.248
N -10.493 -8.582 -4.634 0.020
N -7.065 -8.603 -3.056 0.026
N -6.759 -10.136 -1.457 0.003
N -4.872 -8.853 -1.943 0.206
N -8.152 -10.351 -1.541 0.020
N -6.684 -7.570 -3.846 -0.370
C -13.245 -10.743 -5.892 -0.613
C -12.486 -9.525 -5.594 -0.167
C -12.802 -11.915 -5.371 -0.136
C -11.073 -10.748 -4.062 -0.415
C -10.667 -7.403 -5.324 -0.057
C -12.592 -8.376 -6.419 0.003
C -11.730 -11.891 -4.445 -0.608
C -6.176 -9.132 -2.172 -0.322
C -11.415 -9.605 -4.773 -0.186
C -11.697 -7.327 -6.268 -0.029
H -6.345 -10.257 -0.505 0.183
H -8.368 -11.321 -1.718 0.113
H -13.208 -12.845 -5.521 0.076
H -13.410 -8.225 -7.047 0.064
H -11.889 -6.408 -6.894 0.137
H -4.314 -8.187 -2.478 0.119
H -4.223 -9.545 -1.474 0.169
H -9.944 -6.589 -5.112 0.114
H -8.503 -10.072 -0.600 0.147
```

Summary:
Charge: +1
Orbital gap (spin up / spin down): 6.346 / 6.424 eV
Calculated total energy: -200062.3695 eV
Spin multiplicity: 5
Highest occupied orbital energy (spin up / spin down): -10.57 / -10.63 eV

6.
The following is a DFT calculation (ωB97M-V/def2-TZVPD) of a cluster of 2 separate species, C5H16NSi in total.

```
23
Properties=species:S:1:pos:R:3:lowdin_charge:R:1
Si -2.729 0.778 0.431 0.652
N 0.735 0.239 -0.004 -0.236
C 1.146 1.617 -0.092 -0.081
C 1.165 -2.127 -0.563 -0.090
C 0.350 0.003 1.451 -0.055
C -1.603 0.087 -0.865 -0.006
C 1.503 -0.699 -0.725 -0.284
H 0.361 2.304 -0.464 0.099
H 2.610 -0.591 -0.576 0.155
H -1.344 0.702 -1.736 0.064
H 1.287 -0.471 -1.843 0.162
H -2.184 2.097 0.749 -0.050
H -4.149 0.653 -0.334 0.012
H 1.195 -2.361 0.495 0.076
H -0.265 0.896 1.583 0.039
H -3.161 0.102 1.623 -0.075
H 0.231 -2.472 -0.946 0.065
H 1.450 2.098 0.870 0.118
H 1.926 1.832 -0.783 0.089
H -0.226 -0.992 1.601 0.122
H -1.425 -0.938 -0.951 0.001
H 1.245 0.053 2.116 0.117
H 1.883 -2.809 -1.038 0.104
```

Summary:
Charge: +1
Relative energy (zero: lowest compared OMol25 entry of this formula, charge and spin): 96.0 kcal/mol
Orbital gap (spin up / spin down): 7.479 / 7.682 eV
Calculated total energy: -14801.2557 eV
Highest occupied orbital energy (spin up / spin down): -13.82 / -13.92 eV